No. 1
An isolated ion of composition C2H4NO3S and charge -1 at a distorted geometry. Source: the Open Molecules 2025 dataset; level of theory: ωB97M-V/def2-TZVPD.

Structure (XYZ):
```
11
Properties=species:S:1:pos:R:3:forces:R:3:lowdin_charge:R:1
C 0.066408 -0.249324 0.353016 -1.752 -1.878 1.128 -0.154
C -1.149508 0.455329 0.036514 -7.570 -2.819 -3.999 -0.137
N -2.381018 -0.398794 -0.677171 6.522 3.843 3.800 -0.062
S -3.556717 0.813450 -0.748004 -0.998 0.038 -0.156 0.193
O -3.576555 1.453893 0.547017 0.010 0.517 1.122 -0.407
O -4.778225 0.134812 -1.053712 -1.123 -1.118 -0.221 -0.386
O -3.129229 1.688384 -1.803102 0.832 0.983 -1.130 -0.384
H 0.126064 -0.285932 1.546850 0.383 -0.349 -2.609 0.125
H 0.824870 0.316412 -0.114826 1.575 0.346 -0.086 0.041
H -0.164256 -1.224948 -0.236378 1.162 1.076 1.650 0.102
H -1.485661 1.508879 0.084085 0.960 -0.638 0.502 0.071
```
Positions in Å, forces in eV/Å.

The value obtained for the energy relative to the best compared isomer or geometry (same formula, charge and spin) is 293.6 kJ/mol. The spin multiplicity is 1. Its LUMO energy (spin up / spin down) is 0.133 / 0.135 Eh. As for the charge: -1. The SMILES is C/C=N/S(=O)(=O)[O-].


No. 2
C3H5N3 as an isolated structure. Source: the Open Molecules 2025 dataset; level of theory: ωB97M-V/def2-TZVPD.

Structure (XYZ):
```
11
Properties=species:S:1:pos:R:3:forces:R:3:lowdin_charge:R:1
C 0.750416 0.537626 1.340053 0.050 -0.003 0.070 -0.004
N 0.171738 0.077678 0.082288 -0.099 -0.033 0.010 -0.206
C -1.006113 -0.554811 -0.105033 -0.093 -0.038 0.072 -0.122
C -1.258054 -0.576263 -1.478503 -0.176 0.051 0.381 -0.139
N -0.109500 0.048297 -1.990936 0.182 0.133 -0.033 -0.093
N 0.774841 0.375519 -1.043732 -0.048 0.016 -0.017 0.045
H 1.835526 0.550926 1.243065 -0.145 -0.021 -0.049 0.090
H 0.394957 1.545636 1.564845 0.022 -0.139 -0.073 0.096
H 0.457110 -0.139214 2.144585 0.009 0.064 -0.179 0.091
H -1.591504 -0.900663 0.735547 0.111 0.068 -0.112 0.101
H -0.419416 -0.964730 -2.492179 0.189 -0.096 -0.069 0.141
```
Positions in Å, forces in eV/Å.

The value obtained for the energy relative to the best compared isomer or geometry (same formula, charge and spin) is 471.8 kJ/mol. The spin multiplicity is 1. Its LUMO energy is 0.028 Eh.


No. 3
One molecule with the formula C29H37N5O3 at a distorted geometry. Source: the Open Molecules 2025 dataset; level of theory: ωB97M-V/def2-TZVPD.

Structure (XYZ):
```
74
Properties=species:S:1:pos:R:3:forces:R:3:lowdin_charge:R:1
C 5.402745 -0.339982 3.737061 0.757 -0.194 0.188 -0.084
O 4.310841 0.443036 3.235293 0.930 -0.879 0.649 -0.060
C 3.243891 -0.378592 3.093737 -2.064 -0.091 -1.394 -0.607
N 2.167364 0.370692 2.667066 2.114 1.505 0.086 0.003
N 1.030841 -0.251941 2.617983 -2.314 1.071 2.102 0.084
C -0.016708 0.524334 2.913638 0.586 -1.832 -3.735 -0.301
C -1.303533 -0.218485 2.798112 -1.922 -1.726 0.140 -0.066
C 0.049959 2.024327 2.882691 -0.714 1.757 1.107 -0.079
C -1.253571 2.715851 3.309563 -1.778 2.886 1.343 -0.365
O -2.175085 3.212978 2.626234 1.803 -1.480 0.373 0.017
N -1.372534 3.011762 4.674767 -0.119 0.122 -1.158 -0.133
C -2.631357 3.599420 5.137230 -0.111 -0.524 -0.262 -0.043
C -0.332538 3.012929 5.650829 0.476 -0.421 0.541 -0.065
O 3.270887 -1.574571 3.288742 0.356 0.090 0.318 0.059
H 6.240476 0.311901 3.888418 0.290 0.685 -0.026 0.073
H 5.209037 -0.833068 4.698222 -0.395 0.200 -0.295 0.095
H 5.733185 -1.117002 3.042524 -0.363 0.107 -0.073 0.092
H -2.265076 0.342450 2.756166 0.891 0.120 0.144 0.079
H -1.376944 -0.940831 1.920607 0.499 1.028 0.875 0.089
H -1.387901 -0.890250 3.690177 -0.069 0.473 -0.574 0.083
H 0.699557 2.133813 3.830897 -0.069 0.702 -1.898 0.106
H -3.432345 3.020601 4.660889 -0.016 0.408 0.190 0.091
H -2.623870 3.385346 6.216948 -0.480 0.510 -0.382 0.081
H -2.786140 4.680483 4.902045 0.339 -0.760 0.201 0.103
H 0.196013 2.089563 5.640881 0.519 -0.963 0.097 0.086
H 0.427709 3.789729 5.609192 -0.433 0.333 -0.268 0.063
H -0.800377 3.062627 6.616626 -0.053 0.054 0.511 0.082
C -0.608457 -2.387443 -2.164953 -0.082 -0.262 -0.230 -0.056
C -0.131017 -1.098360 -1.557032 0.057 0.008 0.221 -0.262
C -1.056545 -0.313078 -0.884373 -0.659 0.051 0.127 -0.016
C -0.687101 0.882676 -0.300736 0.619 0.168 -1.024 -0.208
C -1.647965 1.839744 0.270589 -0.595 0.016 0.029 -0.040
C 0.654399 1.287409 -0.364144 0.186 -0.438 -0.302 -0.130
N 0.950409 2.564406 0.174614 -0.070 -0.207 -0.643 0.029
C 0.845068 2.873321 1.579865 0.936 -2.444 2.400 -0.108
N 1.275622 4.243271 1.612338 0.557 -0.076 1.983 0.064
C 1.489201 4.998275 2.774868 0.340 -0.689 -1.326 -0.089
C 2.060895 4.424437 3.971462 -0.100 0.600 0.944 -0.220
C 2.594954 3.158518 4.068726 0.398 0.114 -0.835 0.132
C 2.175832 5.306763 5.117851 -1.011 1.642 -0.753 0.005
C 1.832475 6.668147 5.026212 0.765 -2.588 1.316 -0.261
C 1.894416 7.529166 6.257113 0.050 0.576 0.039 -0.052
C 1.432047 7.175960 3.796161 -0.185 0.395 -1.301 0.011
C 1.281503 6.379909 2.661145 0.359 1.113 0.870 -0.192
C 0.893236 7.028508 1.371705 -0.223 0.513 -0.247 -0.045
C 1.989017 4.477845 0.418423 0.746 2.756 1.399 -0.045
C 1.786208 3.497508 -0.412562 -1.197 -2.641 -1.345 -0.023
C 1.632069 0.511072 -1.007014 -0.539 -0.320 -0.230 -0.185
C 3.086176 0.857489 -1.125122 0.350 -0.065 -0.123 -0.040
C 1.198694 -0.664825 -1.624316 -0.599 -0.367 -0.154 0.000
H 0.210978 -2.901872 -2.670473 -0.105 -0.043 -0.006 0.071
H -1.022030 -3.068870 -1.400749 0.223 0.309 -0.237 0.088
H -1.412063 -2.206877 -2.899905 0.313 -0.045 0.240 0.084
H -2.131574 -0.591097 -0.850574 0.837 0.052 -0.040 0.136
H -1.210172 2.177660 1.194987 -0.921 -0.033 -0.312 0.013
H -1.777385 2.760604 -0.331204 0.063 -0.524 0.059 0.114
H -2.629246 1.366896 0.439369 0.382 0.354 0.058 0.102
H 2.902565 2.736900 5.020596 0.261 0.315 -0.071 0.101
H 1.579716 2.195993 2.071894 1.615 -0.093 -1.028 0.097
H 2.867594 2.585465 3.181647 -0.324 -0.119 0.545 0.062
H 2.527408 4.908320 6.060544 0.006 -0.113 0.004 0.124
H 1.574115 8.549653 6.004215 0.098 -0.225 0.192 0.077
H 1.247640 7.167495 7.067939 0.116 -0.011 -0.303 0.086
H 2.913511 7.592048 6.656210 -0.156 -0.027 -0.083 0.085
H 1.258115 8.266595 3.731012 -0.083 -0.746 -0.114 0.130
H 0.465272 8.023249 1.568910 0.126 -0.368 -0.083 0.088
H 1.763351 7.172574 0.715353 -0.260 0.015 0.169 0.080
H 0.161413 6.436474 0.819511 0.019 0.029 0.029 0.090
H 2.670154 5.321812 0.302638 -0.544 -0.377 0.177 0.133
H 2.175568 3.335466 -1.418136 -0.281 0.226 0.541 0.137
H 3.617289 0.017140 -1.601434 -0.161 0.337 0.301 0.085
H 3.243542 1.729331 -1.767240 0.131 -0.146 0.075 0.062
H 3.545310 1.056862 -0.150728 -0.089 0.004 -0.092 0.088
H 1.893166 -1.271191 -2.212559 -0.026 0.196 0.361 0.116
```
Positions in Å, forces in eV/Å.

The value obtained for the energy relative to the best compared isomer or geometry (same formula, charge and spin) is 273.3 kJ/mol. The spin multiplicity is 1. Its LUMO energy is -0.084 Eh.


> Which value of energy relative to the best compared isomer or geometry (same formula, charge and spin) does entry 3 give?

273.3 kJ/mol